No. 1
Molecular formula: C26H27CaClN4O8S3
Method: DFT, the ωB97M-V functional and the def2-TZVPD basis

LUMO energy (eV): 0.4
E_tot (eV): -113200.679
Energy relative to the best compared isomer or geometry (same formula, charge and spin) (eV): 2.900
M (u): 695.25
HOMO (eV): -8.1

```
! wB97M-V def2-TZVPD RIJCOSX def2/J DEFGRID3
* xyz 0 1
Ca 0.83154 -0.75684 0.28261
N 8.24756 -2.91705 2.72103
C 6.98302 -2.40680 2.54689
C 6.55365 -1.29165 3.27514
C 5.25800 -0.82607 3.15267
C 4.37692 -1.47206 2.30337
C 4.78649 -2.57797 1.58019
C 6.07697 -3.04735 1.69737
S 2.71397 -0.89609 2.01555
O 1.99904 -2.05898 1.48863
O 2.13187 -0.31390 3.18662
N 2.75440 0.08030 0.74355
C 3.06824 1.35349 0.97939
N 2.65486 2.26777 0.08270
C 2.89508 3.52952 0.37542
C 3.56943 3.92971 1.52319
C 4.02406 2.90401 2.33748
N 3.80309 1.63327 2.07102
H 8.94528 -2.31779 3.12650
H 8.58518 -3.55249 2.01795
H 7.25588 -0.80860 3.93966
H 4.91376 0.04361 3.68615
H 4.06795 -3.05754 0.93693
H 6.39707 -3.92031 1.14758
H 2.53133 4.25387 -0.34626
H 3.73563 4.96701 1.76016
H 4.59472 3.10068 3.23819
O -0.65942 0.63822 0.79110
Cl -1.58064 -0.39100 0.48387
O -2.87472 -0.04249 0.91216
O -1.15542 -1.59144 1.11612
O -1.59044 -0.61387 -0.92428
O 0.52496 -2.39639 -0.91586
S -0.57725 -3.34889 -1.14441
C -0.73940 -3.40492 -3.02074
C 0.32499 -2.54400 -3.68187
C -0.16031 -1.10046 -3.81176
C 0.92897 -0.14185 -4.24996
S 1.88335 0.53291 -2.75119
O 1.07275 0.13926 -1.59249
C 3.25201 -0.67082 -2.88540
C 4.16714 -0.54716 -3.92244
C 5.19749 -1.46515 -4.04360
C 5.31043 -2.50334 -3.13219
C 4.41332 -2.60227 -2.08016
C 3.38992 -1.67650 -1.94458
C 0.31003 -4.94303 -1.02863
C -0.22749 -6.12308 -1.51945
C 0.49813 -7.29918 -1.42171
C 1.74122 -7.30246 -0.80991
C 2.25828 -6.12665 -0.28980
C 1.54287 -4.94537 -0.39746
H -1.73552 -3.01781 -3.22631
H -0.67830 -4.44387 -3.33546
H 0.57403 -2.95739 -4.66532
H 1.22741 -2.56297 -3.06456
H -0.53567 -0.77636 -2.83613
H -0.99270 -1.06704 -4.51847
H 0.49719 0.73757 -4.72334
H 1.63812 -0.60215 -4.93264
H 4.07215 0.26443 -4.62834
H 5.91067 -1.37099 -4.84909
H 6.10067 -3.23180 -3.24093
H 4.50694 -3.40247 -1.36158
H 2.69697 -1.71793 -1.11421
H -1.20959 -6.12619 -1.96965
H 0.08899 -8.21356 -1.82336
H 2.29990 -8.22335 -0.73084
H 3.22049 -6.13205 0.19942
H 1.90919 -4.01550 0.01617
*
```



No. 2
Molecular formula: C5H6O
Method: DFT, the ωB97M-V functional and the def2-TZVPD basis

LUMO energy (eV): 0.8
Structure (SMILES): C#C[C@@H](C)C=O
E_tot (eV): -7327.278
Energy relative to the best compared isomer or geometry (same formula, charge and spin) (eV): 2.007
M (u): 82.10
HOMO (eV): -9.8

```
! wB97M-V def2-TZVPD RIJCOSX def2/J DEFGRID3
* xyz 0 1
C -0.21300 1.51495 0.32859
C -0.07257 -0.00753 0.46995
C -1.25765 -0.75741 -0.18760
O -1.88018 -0.30830 -1.11007
C 1.06524 -0.66213 -0.22582
C 1.89113 -1.37635 -0.74319
H 0.64398 2.02626 0.77502
H -0.30836 1.82738 -0.71187
H -1.11263 1.84627 0.86219
H 0.04095 -0.23044 1.54212
H -1.36546 -1.80283 0.19854
H 2.56854 -2.06988 -1.19786
*
```



No. 3
Molecular formula: C80H192O16
Method: DFT, the ωB97M-V functional and the def2-TZVPD basis

LUMO energy (eV): 0.4
E_tot (eV): -118819.218
Energy relative to the best compared isomer or geometry (same formula, charge and spin) (eV): 4.130
M (u): 1410.40
HOMO (eV): -9.2

```
! wB97M-V def2-TZVPD RIJCOSX def2/J DEFGRID3
* xyz 0 1
C -2.28735 4.63613 -3.23848
C -2.09595 6.05844 -2.67176
C -0.73255 6.52882 -3.02188
C -0.50038 7.99034 -2.79044
C 0.75026 8.47055 -3.43951
C 1.10073 9.90616 -2.98270
H -1.81818 4.53428 -4.28329
H -3.35909 4.29597 -3.33963
H -1.73813 3.91698 -2.67467
H -2.83057 6.76277 -3.10469
H -2.28989 6.03247 -1.60844
H -0.56470 6.34017 -4.08310
H -0.00361 5.94448 -2.48391
H -1.33944 8.49638 -3.25806
H -0.59302 8.22139 -1.75516
H 1.49883 7.79383 -3.02302
H 0.72279 8.24485 -4.52239
H 2.12825 10.20511 -3.27398
H 0.42605 10.64132 -3.41540
H 1.13661 9.91352 -1.89797
C -2.27554 0.58112 -4.65073
C -2.19156 -0.91424 -5.18176
C -1.52404 -0.89940 -6.55168
C -1.48586 -2.30437 -7.20515
C -0.28866 -3.17115 -6.70494
C -0.69909 -4.64217 -6.82160
H -2.53327 0.59440 -3.59554
H -2.90797 1.23671 -5.25761
H -1.29244 0.98898 -4.66013
H -1.54547 -1.46719 -4.51208
H -3.27216 -1.22494 -5.09532
H -0.46350 -0.56499 -6.43660
H -2.03059 -0.22064 -7.22970
H -2.36525 -2.82106 -6.98416
H -1.50172 -2.28023 -8.33026
H 0.59551 -2.96995 -7.24826
H -0.08625 -2.76246 -5.70050
H -1.57618 -4.82914 -6.26960
H -0.97211 -4.87211 -7.88429
H 0.04001 -5.30293 -6.40709
C -1.72013 10.12410 3.64811
C -1.15569 8.96032 4.43727
C -0.15719 8.11423 3.70770
C -0.51808 7.73897 2.24628
C 0.40579 6.66132 1.71882
C 0.20985 6.34957 0.23975
H -2.43848 10.63970 4.30612
H -2.17048 9.89491 2.67046
H -0.97278 10.90053 3.42354
H -0.55156 9.46506 5.21997
H -1.88607 8.36475 5.00406
H 0.09467 7.17204 4.29995
H 0.83570 8.63477 3.56085
H -1.51917 7.40353 2.30296
H -0.46728 8.68362 1.57748
H 1.46937 6.88633 1.84582
H 0.32204 5.85516 2.41742
H 1.03135 5.72166 -0.09874
H -0.72190 5.88754 0.12428
H 0.14749 7.26988 -0.30738
C -2.58249 -9.07641 0.63535
C -2.96810 -8.82333 -0.80704
C -2.68071 -7.40711 -1.38793
C -2.89295 -7.47443 -2.89781
C -2.51291 -6.11619 -3.65878
C -3.59108 -5.04771 -3.57085
H -2.73966 -10.08773 0.93589
H -2.97806 -8.35330 1.34346
H -1.46158 -9.03079 0.78996
H -2.46147 -9.64799 -1.42172
H -4.03510 -8.93274 -0.90720
H -1.62970 -7.16634 -1.17221
H -3.19032 -6.64632 -0.76551
H -2.30411 -8.29344 -3.38572
H -3.94733 -7.61250 -3.13972
H -1.51425 -5.81376 -3.35320
H -2.40147 -6.43323 -4.75695
H -3.21636 -4.05111 -3.83282
H -4.40257 -5.26259 -4.30036
H -3.97437 -5.00269 -2.55563
C 4.24194 -7.98517 -1.46468
C 3.32147 -9.06222 -0.86332
C 1.88410 -8.91454 -1.37002
C 1.67960 -9.10835 -2.86670
C 0.30770 -8.91867 -3.28196
C 0.08611 -9.00682 -4.87868
H 5.30015 -8.07600 -1.11903
H 4.03642 -6.97307 -1.20751
H 4.27393 -8.08589 -2.56221
H 3.78775 -10.05018 -1.08559
H 3.32690 -8.95194 0.22456
H 1.53986 -7.84198 -1.16823
H 1.20275 -9.58691 -0.79365
H 2.21659 -8.35900 -3.47927
H 1.98093 -10.13292 -3.11947
H -0.40673 -9.53412 -2.75855
H -0.06261 -7.95478 -2.92206
H -0.96181 -9.17761 -5.11114
H 0.41165 -8.04735 -5.29071
H 0.65000 -9.82999 -5.31553
C 1.77245 -4.93548 0.43202
C 2.04216 -5.62660 1.81711
C 1.58228 -4.69320 2.91646
C 1.87304 -5.21749 4.32307
C 1.11615 -4.51076 5.47572
C 1.40003 -4.95999 6.91622
H 2.25806 -3.93967 0.41408
H 0.70123 -4.73293 0.41254
H 2.14250 -5.54921 -0.40161
H 1.47725 -6.54965 1.80251
H 3.08841 -5.82652 1.83549
H 0.51708 -4.56507 2.86228
H 2.03202 -3.73613 2.75743
H 1.61133 -6.27485 4.29298
H 2.92751 -5.26271 4.44296
H 1.28108 -3.46710 5.36289
H 0.11686 -4.64724 5.19666
H 0.97721 -5.99833 7.13045
H 2.46998 -4.93270 7.13978
H 0.90331 -4.25476 7.66015
C -0.91177 -3.55430 -2.00265
C -1.58747 -2.62225 -1.00304
C -0.84069 -1.24536 -0.95928
C -1.52941 -0.21436 -0.08727
C -0.62790 1.07703 0.00113
C -1.37365 2.27127 0.58438
H 0.16688 -3.43184 -1.93370
H -1.19843 -3.36140 -3.05059
H -1.20517 -4.59454 -1.82548
H -2.56930 -2.32224 -1.31877
H -1.56212 -3.06326 0.00642
H -0.78854 -0.98641 -1.98696
H 0.23873 -1.33224 -0.60892
H -2.45817 0.14305 -0.53486
H -1.67114 -0.51633 0.91244
H 0.27228 0.79938 0.59579
H -0.44849 1.25146 -1.03581
H -1.45220 2.17439 1.66099
H -0.80478 3.25998 0.46388
H -2.34634 2.41622 0.09775
C 4.74270 -3.44209 -4.32004
C 6.15623 -3.69160 -3.75884
C 6.41496 -2.84541 -2.49135
C 5.92115 -1.47686 -2.54048
C 6.51187 -0.47234 -1.52248
C 6.30433 0.96823 -1.97739
H 4.04254 -3.61237 -3.50609
H 4.51533 -4.15863 -5.11999
H 4.67945 -2.42220 -4.67690
H 6.30659 -4.70373 -3.36119
H 7.01757 -3.43500 -4.42325
H 7.49799 -2.81190 -2.39370
H 6.15335 -3.44627 -1.64920
H 6.16637 -1.11747 -3.52584
H 4.81465 -1.50938 -2.55411
H 6.14652 -0.58428 -0.49030
H 7.56673 -0.85260 -1.52716
H 5.20479 1.03069 -2.24000
H 6.35624 1.74955 -1.21370
H 6.85613 1.16465 -2.87595
C 2.50486 3.12593 2.47498
O 2.59725 4.22999 3.24098
C 3.42475 5.22173 2.73566
C 3.43105 6.39320 3.65694
O 4.34777 6.00151 4.63408
C 4.47537 7.04249 5.66353
H 1.73712 2.49929 2.87933
H 3.42043 2.59786 2.47028
H 2.07451 3.40769 1.52500
H 3.05762 5.50946 1.73565
H 4.47723 4.86874 2.66237
H 2.42133 6.50351 4.12190
H 3.67676 7.39551 3.23812
H 4.89678 7.98823 5.36880
H 5.24943 6.58597 6.29948
H 3.42575 7.11133 6.17647
C -2.32385 -1.81414 4.47616
O -1.51427 -2.93982 4.10781
C -1.93704 -3.59478 2.90429
C -2.32137 -5.03607 3.05524
O -3.65482 -5.22266 3.54445
C -3.83900 -4.94140 4.91040
H -3.44433 -1.95675 4.40790
H -2.15904 -1.05595 3.77492
H -2.01231 -1.46039 5.40195
H -1.15187 -3.49514 2.19957
H -2.86377 -3.01565 2.43566
H -1.63899 -5.62053 3.73040
H -2.36521 -5.47878 2.06482
H -4.81084 -5.30329 5.30721
H -3.79732 -3.91310 5.19671
H -3.07746 -5.45730 5.48796
C 1.58847 4.40664 -5.53635
O 0.29922 4.65391 -6.04221
C -0.29473 3.49476 -6.67578
C 0.60463 2.73842 -7.70670
O 1.52897 1.86196 -7.06772
C 2.54008 1.28894 -7.91527
H 1.67078 3.47374 -5.08865
H 1.66489 5.13175 -4.77312
H 2.37732 4.53483 -6.23345
H -1.14675 3.86230 -7.26954
H -0.51811 2.80008 -5.90448
H 1.17626 3.49947 -8.35301
H -0.09540 2.09872 -8.32840
H 3.07014 2.18573 -8.38761
H 2.11206 0.53977 -8.63931
H 3.20378 0.74312 -7.27085
C 0.79366 6.15368 8.14360
O 1.17798 5.84725 6.78845
C 1.17835 4.43749 6.54047
C 0.08038 4.14345 5.49692
O -1.18256 4.51256 5.95227
C -2.12177 4.17972 4.94118
H 0.80737 7.24743 8.16780
H 1.65084 5.74225 8.68883
H -0.11459 5.81242 8.49276
H 1.06266 3.88333 7.48880
H 2.18366 4.25090 6.14311
H 0.06715 3.03869 5.12369
H 0.32357 4.68553 4.57463
H -3.11774 4.58802 5.29973
H -1.92394 3.14569 4.56810
H -1.82125 4.84376 4.13839
C 3.80694 7.73193 -0.48963
O 4.12175 6.31046 -0.48961
C 3.97418 5.80878 -1.74497
C 4.52275 4.37583 -1.80532
O 3.76926 3.50346 -0.97985
C 2.62760 2.91267 -1.72798
H 4.17234 8.12019 0.46122
H 2.68703 7.87933 -0.61418
H 4.33045 8.23365 -1.30240
H 4.49057 6.41984 -2.56119
H 2.86711 5.72278 -2.02841
H 5.48418 4.45738 -1.31712
H 4.68366 4.08209 -2.89461
H 2.19941 2.33028 -0.94133
H 2.95339 2.23906 -2.51875
H 1.97750 3.78761 -2.12979
C 3.06874 0.22826 0.60999
O 2.54255 0.10763 1.90512
C 2.07564 -1.18147 2.20106
C 1.37924 -1.17835 3.56243
O 2.15022 -0.93884 4.74250
C 2.28890 0.44142 4.99937
H 4.11293 -0.23137 0.48944
H 3.27607 1.33511 0.49869
H 2.35174 -0.01823 -0.19950
H 3.00659 -1.86449 2.17184
H 1.39838 -1.54734 1.44861
H 1.01556 -2.15774 3.79719
H 0.51163 -0.47107 3.60106
H 2.50366 0.97980 4.11704
H 3.17565 0.57209 5.63597
H 1.40355 0.89719 5.51568
C -8.84525 -1.53968 2.44358
O -7.97525 -2.56498 1.93911
C -6.85546 -2.70073 2.90638
C -5.90114 -3.53712 2.14415
O -5.35821 -2.77383 1.12434
C -5.86764 -3.10642 -0.23675
H -8.36000 -0.52432 2.35155
H -9.04982 -1.68312 3.51150
H -9.84674 -1.70535 1.96740
H -7.26276 -3.07758 3.87388
H -6.40607 -1.75525 2.99345
H -6.27188 -4.58154 1.84596
H -5.03534 -3.67817 2.74583
H -5.57886 -4.16615 -0.44841
H -5.45064 -2.33850 -0.85000
H -6.93534 -3.00852 -0.40515
C -5.58190 0.53678 0.62473
O -5.70337 0.99455 1.97300
C -4.53312 0.81614 2.72579
C -4.81154 1.29900 4.09720
O -3.74091 0.92867 4.86925
C -3.76463 1.60063 6.12993
H -6.56596 0.28473 0.24841
H -4.97154 -0.35342 0.63799
H -5.20221 1.29478 -0.04216
H -3.62856 1.42995 2.27998
H -4.22878 -0.30201 2.78193
H -5.78975 0.96316 4.46887
H -5.00495 2.37896 4.06231
H -4.45612 1.09220 6.75543
H -4.09739 2.59528 5.93874
H -2.75180 1.55315 6.58045
*
```



No. 4
Molecular formula: C4H10N2O
Method: DFT, the ωB97M-V functional and the def2-TZVPD basis

LUMO energy (eV): 0.9
Structure (SMILES): NCCNCC=O
E_tot (eV): -9336.811
Energy relative to the best compared isomer or geometry (same formula, charge and spin) (eV): 2.177
M (u): 102.14
HOMO (eV): -9.2

```
! wB97M-V def2-TZVPD RIJCOSX def2/J DEFGRID3
* xyz 0 1
N 0.22023 0.92602 -2.50634
C 0.62699 1.44927 -1.20720
C 0.98308 0.31845 -0.23831
N -0.27537 -0.26887 0.27659
C -0.17055 -1.30512 1.29290
C -1.43312 -1.63694 1.98000
O -1.62727 -2.71211 2.48370
H 0.36553 1.63812 -3.22419
H -0.75979 0.66176 -2.48134
H -0.14614 2.09707 -0.76592
H 1.50409 2.10159 -1.20041
H 1.53732 0.79065 0.58623
H 1.47721 -0.51871 -0.72063
H -0.80731 0.50599 0.68368
H 0.19737 -2.21912 0.82647
H 0.50982 -0.98210 2.10630
H -2.20209 -0.84595 2.10846
*
```